(i)
H12LiO6 | ωB97M-V with the def2-TZVPD basis set

Its charge is +1. Its orbital gap is 10.499 eV.

Each line ends with the Mulliken charge.
Cartesian coordinates (Å):
Li (-0.02, -0.59, 0.27)  0.713
O (-1.06, 0.07, -0.40)  -0.467
H (-1.73, -0.38, -0.91)  0.268
H (-1.32, 0.99, -0.41)  0.534
O (-0.05, 1.44, 0.78)  -0.472
H (0.40, 1.02, 1.51)  0.330
H (-0.28, 2.31, 1.11)  0.272
O (0.26, -1.38, -0.86)  -0.617
H (0.89, -1.08, -1.52)  0.301
H (0.22, -2.33, -0.99)  0.255
O (0.12, 1.00, -1.93)  -0.754
H (-0.45, 0.78, -1.19)  0.294
H (0.39, 0.16, -2.29)  0.213
O (-0.51, -0.68, 1.61)  -0.596
H (-0.36, 0.06, 2.20)  0.309
H (-1.45, -0.87, 1.69)  0.338
O (1.27, -0.13, 0.45)  -0.498
H (1.76, -0.86, 0.07)  0.350
H (1.94, 0.45, 0.81)  0.227

=====

(ii)
H12LiO6 | ωB97M-V with the def2-TZVPD basis set

Its charge is +1. Its orbital gap is 11.769 eV.

Each line ends with the Mulliken charge.
Cartesian coordinates (Å):
Li (-0.21, 0.08, -0.08)  0.982
O (-1.63, 0.82, 0.84)  -0.563
H (-2.36, 0.24, 0.64)  0.306
H (-1.57, 1.08, 1.72)  0.243
O (0.84, 0.41, 1.85)  -0.590
H (1.87, 0.42, 1.98)  0.299
H (0.39, 1.16, 2.32)  0.303
O (1.79, -0.80, -0.79)  -0.630
H (2.45, -0.77, -0.07)  0.261
H (1.93, -0.31, -1.59)  0.327
O (0.06, 2.21, -0.68)  -0.620
H (0.41, 2.78, -1.39)  0.277
H (-0.93, 2.45, -0.30)  0.381
O (-0.29, -2.11, 0.98)  -0.558
H (-0.93, -2.16, 1.77)  0.311
H (-0.54, -2.91, 0.58)  0.279
O (-0.36, -0.60, -2.24)  -0.606
H (0.01, -1.48, -2.47)  0.329
H (-0.92, -0.51, -3.06)  0.269

=====

Here are the energies relative to the best structure, in hartree: (i) 0.4339; (ii) 0.0000.